{"formula": "C35H31AuBr2Cl3N7O3S2", "method": "ωB97M-V/def2-TZVPD", "elements": ["N", "C", "H", "C", "C", "C", "Cl", "H", "C", "H", "C", "H", "O", "S", "C", "Br", "C", "C", "H", "H", "O", "N", "N", "C", "H", "C", "H", "H", "H", "N", "H", "H", "H", "Br", "H", "H", "Au", "H", "C", "C", "C", "H", "C", "C", "C", "H", "C", "H", "H", "C", "O", "H", "H", "C", "S", "C", "H", "C", "N", "H", "H", "H", "Cl", "C", "H", "C", "H", "C", "C", "N", "C", "C", "C", "C", "N", "C", "C", "C", "H", "H", "C", "Cl", "H", "C"], "xyz": [[2.551, -0.457, -1.115], [0.254, -5.040, -2.683], [-3.630, -3.450, 1.392], [-0.299, 4.456, 5.653], [2.451, -6.558, -1.951], [-0.193, -0.691, 0.597], [1.570, -8.752, -3.232], [-3.847, 1.234, 0.330], [-1.844, 0.692, -0.368], [-0.651, 2.193, -4.939], [1.187, -0.263, -3.614], [-0.979, 2.571, 4.846], [2.081, -2.214, -1.808], [1.122, 2.277, -3.296], [1.215, -4.474, -1.848], [4.503, 5.152, 0.843], [-5.025, -2.980, -0.854], [0.568, 5.493, 5.475], [-5.579, -2.519, -1.668], [-1.478, -0.239, -2.435], [1.942, 3.467, 1.350], [4.191, 0.911, -2.655], [-0.536, -1.123, -0.814], [-0.311, 3.410, 4.724], [-1.716, 1.750, -0.604], [2.465, 6.457, 4.173], [1.535, -2.617, -3.940], [-2.244, -1.952, 2.736], [1.366, -3.119, -0.214], [-1.230, 0.263, 0.910], [4.123, 7.062, 2.997], [-0.967, 4.431, 6.502], [-4.869, 1.443, 2.025], [2.634, 7.930, 5.342], [-4.779, 1.776, 3.768], [-0.397, -6.777, -3.763], [0.309, 1.909, 2.016], [-4.401, -3.778, -1.263], [1.953, -1.764, -3.415], [-4.181, -1.971, -0.135], [1.861, 0.742, -2.911], [5.051, 1.133, -3.112], [-3.265, 0.323, 0.194], [3.246, 5.247, 2.252], [-4.532, 1.061, 2.985], [-4.997, 0.099, 3.209], [1.450, -7.113, -2.737], [-0.187, -1.541, 1.278], [3.538, 3.305, -1.228], [-2.538, -0.181, 1.457], [-2.122, 2.137, 2.699], [-0.457, -0.447, -5.077], [3.312, -7.148, -1.673], [-4.074, -0.703, -0.539], [-2.754, 0.832, 3.046], [0.362, -6.347, -3.126], [2.993, -1.602, -3.668], [2.212, 4.328, 2.303], [1.044, 0.123, 0.731], [-4.619, -0.351, -1.408], [-0.608, -4.466, -2.999], [-5.734, -3.443, -0.167], [3.605, -4.571, -0.562], [-1.298, -0.242, -1.367], [0.586, 6.325, 6.165], [-3.483, -2.421, 1.087], [3.025, -0.522, -2.723], [-2.715, -1.615, 1.819], [-0.280, -2.459, -1.460], [3.105, 2.659, -0.572], [3.347, 6.324, 3.147], [2.819, 1.474, -0.930], [0.023, 1.553, -4.393], [2.332, -5.250, -1.520], [0.476, 3.385, 3.671], [1.361, 4.405, 3.468], [2.145, 0.146, 0.146], [1.462, 5.480, 4.383], [-0.488, -2.317, -2.520], [-0.997, -3.166, -1.034], [1.097, -3.080, -1.277], [3.014, 0.451, -2.027], [2.677, 3.125, 0.367], [0.140, 0.191, -4.441]], "charge": 2, "total_energy_ha": -9420.45896, "homo_energy_ev": -11.6, "e_above_lowest_kcal_mol": 329.8, "lumo_energy_ev": -6.67, "gap_ev": 4.930}

=====

{"formula": "C7H13BrClFO2", "method": "ωB97M-V/def2-TZVPD", "elements": ["H", "H", "C", "H", "H", "Cl", "C", "C", "H", "F", "C", "H", "H", "H", "O", "H", "H", "C", "H", "H", "C", "C", "Br", "O", "H"], "xyz": [[-2.285, 1.145, -3.061], [-1.969, -0.321, -0.289], [0.349, 2.336, -1.507], [-1.061, 2.158, -3.675], [-0.631, -1.278, 3.540], [0.001, -1.420, -1.298], [-1.473, 1.802, -2.798], [1.400, -1.019, 2.055], [1.376, -0.361, 2.946], [-2.137, -2.200, -0.011], [-0.530, -2.102, 3.015], [1.227, 2.279, -3.605], [2.293, 2.472, -2.187], [0.201, -2.691, 1.173], [-0.759, -0.775, 1.031], [1.298, 3.755, -2.700], [1.718, -0.455, 1.166], [0.108, -1.792, 1.642], [-1.591, -2.637, 2.944], [2.281, -1.789, 2.217], [1.365, 2.665, -2.544], [-1.268, -1.098, -0.131], [0.904, 2.176, 0.202], [-0.872, 1.887, -1.627], [0.054, -2.736, 3.501]], "total_energy_ha": -3558.86679, "homo_energy_ev": [-7.0, -7.6], "e_above_lowest_kcal_mol": 17.9, "lumo_energy_ev": [0.65, 0.67], "gap_ev": [7.683, 8.273]}

=====

{"formula": "C4H12O2", "method": "ωB97M-V/def2-TZVPD", "elements": ["H", "O", "H", "H", "H", "H", "H", "H", "C", "H", "H", "C", "H", "H", "O", "C", "C", "H"], "xyz": [[-0.500, -2.608, 2.354], [-0.096, 1.996, -1.542], [-1.630, 0.485, 0.112], [-0.320, 1.802, -2.498], [-1.207, -0.592, -2.256], [0.509, -3.619, 2.870], [0.229, -1.551, -1.755], [1.299, 0.666, -0.958], [0.209, 0.669, -1.039], [0.195, 0.111, 2.038], [0.352, -0.280, -3.037], [-0.562, 0.317, 0.211], [1.215, 1.036, 1.082], [-0.316, 1.884, 1.795], [0.416, -2.676, 2.638], [0.145, 0.961, 1.454], [-0.121, -0.469, -2.109], [-0.412, -0.763, 0.373]], "total_energy_ha": -310.03240, "homo_energy_ev": -10.2, "e_above_lowest_kcal_mol": 25.4, "lumo_energy_ev": 0.69, "gap_ev": 10.920, "smiles": "CC[C@@H](C)O.O"}

=====

{"formula": "C41H38Cl2CoN2O2P", "method": "ωB97M-V/def2-TZVPD", "elements": ["H", "H", "H", "C", "H", "H", "C", "C", "H", "H", "H", "C", "C", "C", "H", "C", "H", "H", "H", "O", "H", "H", "C", "C", "H", "O", "N", "H", "Cl", "C", "C", "H", "H", "C", "H", "C", "H", "H", "C", "H", "H", "C", "C", "C", "H", "H", "H", "C", "H", "H", "C", "C", "H", "H", "H", "C", "C", "C", "C", "C", "C", "H", "H", "C", "C", "H", "C", "C", "C", "H", "P", "H", "C", "H", "C", "C", "C", "C", "N", "Cl", "C", "C", "C", "C", "H", "Co", "C"], "xyz": [[-0.451, 5.295, -0.923], [-3.652, 2.197, 1.463], [2.996, -1.236, -4.286], [-1.195, 3.291, -0.723], [7.248, -1.536, -4.249], [-1.364, 1.594, 3.373], [-0.005, -2.460, 1.762], [1.984, 0.686, -1.315], [-4.214, 2.208, -1.823], [1.073, 1.039, 2.982], [9.531, 3.185, 1.295], [8.386, 1.443, 0.804], [-2.233, 2.401, -1.004], [-1.277, 4.617, -1.126], [7.346, 0.199, -2.515], [5.223, 0.399, -2.322], [3.704, -0.920, 1.187], [-2.552, 0.275, 3.358], [-3.085, 1.000, -3.273], [0.966, -0.104, -1.222], [-0.045, -4.580, 2.069], [-6.188, -1.938, 0.495], [-3.687, 0.350, 0.345], [3.155, -0.344, 1.926], [5.052, -2.347, -5.083], [2.298, 1.399, -0.320], [5.273, 1.354, -1.293], [-1.086, -1.953, -0.881], [6.955, -0.748, 0.302], [-3.469, 4.206, -2.028], [3.958, -0.952, -3.866], [-1.339, 0.364, 4.633], [2.889, 1.899, -2.793], [7.269, 0.948, 0.153], [0.837, 3.109, -0.406], [1.716, -0.759, 1.984], [3.613, -0.517, 2.904], [-1.485, -3.955, 1.260], [1.309, -2.016, 1.573], [7.976, 4.734, 0.128], [1.975, 0.511, -3.400], [5.107, -1.568, -4.329], [-0.926, -1.615, 2.382], [-1.515, 0.527, 3.567], [-2.470, 6.110, -2.083], [9.033, 0.756, 1.338], [-7.123, -0.244, 2.035], [-2.713, -0.885, -4.212], [-4.369, 4.569, -2.515], [-1.179, -3.542, -2.768], [8.653, 2.800, 0.789], [-2.105, -0.381, -1.937], [4.411, 1.756, -1.002], [3.258, 0.714, 1.683], [2.035, -2.682, 1.114], [-1.560, -1.660, -1.811], [-3.380, 2.881, -1.642], [3.987, 0.049, -2.895], [-2.407, 5.072, -1.781], [-2.675, 0.004, -3.146], [-0.566, -0.334, 2.778], [-1.944, -1.958, 2.556], [-3.153, -0.578, -5.153], [2.694, 0.831, -2.651], [-1.608, -2.551, -2.872], [-4.015, -1.553, -0.607], [-4.208, 1.289, 1.243], [0.747, 0.106, 2.533], [7.792, 3.666, 0.139], [0.048, -4.109, 0.374], [-2.070, 0.670, -0.455], [-0.026, 3.313, 0.942], [-5.635, -1.029, 0.703], [-2.218, -2.854, -4.909], [-4.404, -0.815, 0.087], [-2.186, -2.163, -4.075], [6.384, -0.150, -2.868], [6.405, 1.785, -0.573], [-0.030, 2.842, 0.043], [5.619, 4.264, -1.329], [-5.440, 1.079, 1.845], [6.691, 3.157, -0.524], [6.326, -1.127, -3.850], [-6.156, -0.082, 1.572], [-5.844, 1.824, 2.522], [0.146, 0.720, 0.399], [-0.401, -3.851, 1.337]], "charge": 1, "multiplicity": 4, "total_energy_ha": -4489.56460, "homo_energy_ev": [-9.6, -9.6], "lumo_energy_ev": [-2.31, -3.21], "gap_ev": [7.271, 6.367]}

=====

{"formula": "C35H43BaN4O7S3Si", "method": "ωB97M-V/def2-TZVPD", "elements": ["H", "H", "C", "C", "C", "C", "C", "H", "C", "H", "O", "C", "H", "H", "C", "H", "H", "H", "C", "H", "C", "H", "N", "H", "H", "C", "S", "N", "S", "H", "C", "C", "H", "H", "H", "H", "H", "H", "H", "S", "C", "H", "C", "H", "H", "C", "C", "N", "H", "O", "O", "H", "H", "H", "C", "C", "C", "H", "O", "H", "C", "C", "N", "H", "H", "C", "C", "O", "C", "C", "Ba", "H", "C", "C", "H", "H", "C", "C", "H", "H", "O", "H", "H", "H", "H", "O", "C", "H", "C", "C", "H", "Si", "C", "C"], "xyz": [[-4.612, -1.503, -2.066], [-5.328, -2.049, 1.959], [5.026, -2.404, -1.462], [-0.906, 5.566, 0.853], [-1.001, 5.983, 3.206], [-0.963, 2.567, 3.705], [4.416, 3.811, 4.309], [-1.228, -1.963, 3.623], [6.042, -1.575, -1.916], [6.847, -1.981, -2.516], [0.191, 2.584, 1.084], [-1.495, 6.801, 0.608], [5.415, 3.875, 4.726], [-5.128, 0.142, 1.244], [2.545, 2.500, 3.570], [4.183, 5.936, 4.138], [-3.881, -3.954, -2.335], [3.211, -2.468, -0.305], [-3.067, 1.416, 4.117], [-1.577, -1.044, -2.299], [2.444, 4.884, 3.443], [-2.483, -2.163, -3.300], [-1.076, -0.890, 1.756], [-1.916, -0.326, 1.801], [6.759, 0.455, -1.940], [-2.221, 2.124, 3.277], [-3.682, 0.109, -0.563], [5.636, -4.697, -0.923], [-2.093, -2.968, -1.087], [-0.644, 4.909, 0.031], [4.019, -1.849, -0.686], [-0.646, 5.136, 2.155], [-0.826, 5.667, 4.231], [-0.629, -0.314, 3.707], [-5.971, -0.493, -0.155], [1.916, 5.796, 3.184], [0.377, 2.596, 5.383], [5.677, -5.663, -1.211], [-3.801, -2.210, 1.080], [-5.623, -3.244, -0.089], [4.964, 0.224, -0.790], [0.215, 2.901, -3.234], [5.008, -3.865, -1.811], [8.195, -3.658, 0.588], [-2.808, -5.167, -1.642], [-4.858, -1.976, 0.978], [6.383, -4.291, 0.219], [3.994, -0.566, -0.336], [-4.862, -5.417, -0.470], [1.097, -2.548, 4.079], [0.216, -0.064, -1.980], [4.354, 1.662, 4.360], [2.095, 1.518, 3.433], [5.934, -3.393, 0.643], [3.824, 2.572, 4.103], [-5.043, -0.567, 0.417], [-0.592, 2.274, 5.017], [-3.319, 0.560, 6.073], [1.857, 1.438, -2.085], [-2.058, 2.564, -3.266], [6.000, -0.230, -1.590], [3.724, 4.967, 3.980], [-1.565, 1.704, -3.062], [6.339, -5.092, 0.961], [-3.796, -4.602, 0.661], [-3.343, -4.238, -1.430], [-0.133, 1.871, -3.336], [4.444, -4.293, -2.794], [-1.834, 7.630, 1.668], [0.844, -1.760, 3.168], [1.224, 0.359, 0.405], [0.079, 1.549, -4.362], [1.827, 3.652, 3.226], [-1.586, 7.219, 2.971], [-2.532, 2.329, 2.256], [4.903, 1.267, -0.502], [-0.604, -1.228, 3.108], [-2.454, -1.693, -2.314], [-1.309, -1.729, 1.234], [-1.109, 1.325, 6.874], [1.667, -1.311, 2.297], [-4.036, 1.083, 3.761], [-1.693, 7.116, -0.410], [-2.295, 8.593, 1.480], [-1.855, 7.861, 3.802], [7.734, -4.044, -0.164], [-1.431, 1.558, 5.866], [-1.692, 1.528, -2.071], [-3.719, -0.878, -2.091], [-4.322, -4.485, -0.288], [-3.809, -0.173, -2.918], [0.130, 3.436, 2.419], [-2.669, 1.127, 5.417], [0.727, 1.017, -2.412]], "charge": -1, "total_energy_ha": -3615.11001, "homo_energy_ev": -5.8, "e_above_lowest_kcal_mol": 22.6, "lumo_energy_ev": 2.02, "gap_ev": 7.866}

=====

{"formula": "C13H11Br3N2O4", "method": "ωB97M-V/def2-TZVPD", "elements": ["H", "Br", "C", "H", "H", "C", "H", "O", "H", "N", "C", "C", "H", "H", "Br", "C", "C", "C", "O", "C", "H", "H", "C", "C", "H", "C", "N", "C", "H", "C", "Br", "O", "O"], "xyz": [[-1.061, 4.124, 1.090], [3.624, -0.076, 2.326], [-0.855, -4.658, -0.249], [-1.476, -8.011, -0.004], [-1.651, -7.829, -2.333], [0.817, 7.490, 1.204], [1.340, 0.522, 1.414], [0.909, 2.794, 1.487], [-0.852, -3.604, -2.081], [1.552, 3.805, 1.306], [-0.985, -5.922, 0.336], [-1.298, -5.666, -2.427], [-2.323, 6.236, 1.028], [-1.049, 8.404, 1.003], [1.460, -1.925, 0.888], [2.146, -0.093, 1.042], [-1.440, -6.904, -1.813], [-1.005, -4.576, -1.626], [-1.098, -4.497, -4.402], [1.522, 6.310, 1.227], [1.341, 8.434, 1.215], [-0.970, -6.108, 1.403], [0.856, 5.079, 1.248], [-1.261, 6.245, 1.231], [2.602, 6.388, 1.239], [-1.301, -7.037, -0.436], [-1.406, -5.540, -3.854], [-0.531, 5.060, 1.195], [-0.660, -3.812, 0.391], [-0.572, 7.434, 1.101], [2.663, 0.628, -0.744], [2.745, 3.826, 1.083], [-1.784, -6.523, -4.489]], "total_energy_ha": -8634.28048, "homo_energy_ev": -10.1, "e_above_lowest_kcal_mol": 11.9, "lumo_energy_ev": -0.76, "gap_ev": 9.324}